Version one
Computed, not measured: C20H30N2O5 as an isolated structure, with ωB97M-V with the def2-TZVPD basis set.

Results
Kohn-Sham gap = 7.15 eV
Molecular weight = 378.469 g mol⁻¹
Total charge = 0

Each line ends with the Mulliken charge.
CARTESIAN COORDINATES (ANGSTROEM)
O 4.54150 -1.38185 -1.28500  -0.71
C -1.76068 -0.94066 -0.57650  -0.07
H 0.75525 3.63175 -0.79092  1.26
C 1.93000 -4.38215 0.14270  -0.73
C 1.13074 -1.58159 -0.42770  -0.44
H 2.41049 2.52135 1.17627  0.31
H 0.43555 -6.18652 1.71775  0.70
O 3.21206 3.62440 -0.20095  -0.41
H 2.33204 -5.27892 0.64269  0.31
H -4.52180 1.85011 2.00870  0.29
H 0.18080 2.78359 0.53936  0.54
H 1.01269 4.41887 2.47418  0.23
C -3.16580 -1.42377 -0.94011  -1.40
C 2.01627 3.41207 0.72395  0.46
H -1.91354 1.53213 -0.90204  0.51
C 3.71907 2.57297 -0.78085  -0.23
H 1.03322 1.93722 -0.67837  0.11
H 3.97924 -3.61039 0.06489  0.19
C 0.61693 -3.89964 0.26670  1.01
H -2.35928 -0.33905 1.34515  0.16
H 0.84139 -0.61831 -0.69358  0.74
H -4.65952 3.21471 0.85497  0.51
H -2.69243 1.93157 0.73053  0.22
C -2.54206 1.16543 -0.25649  -1.28
C 0.12363 -2.51915 -0.13109  0.19
H 5.31540 0.97899 -0.98359  0.37
H 2.62667 0.62427 0.54732  0.21
H -3.19913 0.33953 -2.53740  0.25
H 2.76496 4.70840 2.05161  0.71
H -1.07096 -0.68225 -1.48610  0.24
O -6.11569 0.68125 -0.45935  -0.68
C -1.91638 0.06167 0.36072  0.18
H -6.09134 2.40052 1.20575  0.27
H 0.39208 -6.45834 0.26526  0.71
H -3.03454 -2.05230 -2.14431  0.24
C -5.00032 1.01604 -0.04923  0.99
C 4.34073 1.35433 -0.46820  -0.94
H -4.80294 -0.61559 -1.94129  0.39
H 4.73608 1.73016 0.61477  0.29
C 2.41479 -2.08066 -0.12982  -0.31
H 2.98043 2.24854 -1.79825  0.20
H 1.62036 5.22750 0.90918  0.29
N -3.90605 0.77313 -0.48896  0.43
H -3.60017 -1.87493 -0.30413  0.85
O -1.12781 -2.37886 -0.06342  -0.51
N 3.33386 0.20761 -0.10314  -0.05
C 2.81307 -3.34577 0.03582  -0.39
H 4.37976 3.10892 -1.57068  0.35
C -3.79224 -0.10038 -1.58599  -0.52
C -4.91036 2.30202 0.95766  -1.38
O -0.30256 -4.62374 0.54570  -0.30
C 0.74506 3.02541 -0.21768  -1.81
H -0.80204 0.07346 0.71149  0.19
C 2.01689 4.44201 1.66442  -1.76
C 3.60747 -0.92928 -0.59440  0.39
C -0.10725 -6.05171 0.96986  -1.77
H -0.96361 -6.54414 1.06210  0.38



Version two
Computed, not measured: one molecule with the formula C20H30N2O5, with ωB97M-V with the def2-TZVPD basis set.

Results
Kohn-Sham gap = 8.88 eV
SMILES = COc1ccc(C(=O)NCCOC(C)C)cc1OC1CCN(C(C)=O)CC1
Molecular weight = 378.469 g mol⁻¹
Total charge = 0

Each line ends with the Mulliken charge.
CARTESIAN COORDINATES (ANGSTROEM)
H 3.58187 -1.59665 2.09863  0.40
H 5.31403 0.17504 2.24830  0.34
H 0.02251 -2.26592 -0.05483  0.49
C 0.91142 -0.33842 -0.10267  0.28
H -2.72014 0.99181 -0.38686  0.47
C -6.01327 -1.21558 -0.89120  -0.47
H -6.14124 -0.58389 -1.78563  0.28
H 8.24996 0.63047 -1.19597  0.34
C 5.47336 -0.68657 1.58915  -0.96
O 7.83338 -1.73839 0.75110  -0.66
H 6.10084 -1.41846 2.09990  0.46
C -6.32657 0.69001 2.22154  -1.45
O 1.73771 1.90584 -0.19422  -0.38
H 0.91930 3.68761 0.49112  0.37
H -8.30976 1.70608 0.64045  0.44
H 1.00414 3.51230 -1.28661  0.39
H 4.29157 -2.19446 0.59585  0.25
H 4.28807 -0.71812 -1.46597  0.25
N -3.59299 -1.47480 -1.14044  -0.15
H -5.82117 -0.10054 2.76863  0.34
O -2.56814 -2.76917 0.40125  -0.67
C -1.47856 -0.76251 -0.27515  0.49
C -0.65031 1.48651 -0.30064  -0.75
C 7.33824 -0.87379 0.05415  1.15
H -0.85718 2.54364 -0.34979  0.39
H -7.92757 0.84952 -0.85358  0.35
H -5.61423 1.48969 2.03783  0.32
C 3.30502 -0.29964 0.39362  0.16
H -7.14923 1.07217 2.81894  0.43
C 4.13010 -1.30318 1.20340  -0.67
C 4.11973 0.14875 -0.82413  -0.49
C 5.45932 0.72775 -0.36447  -1.07
C -1.71368 0.60358 -0.34180  -1.16
H -3.57582 -0.59625 -1.63272  0.23
H 6.04192 1.05317 -1.22354  0.51
H 8.90404 -1.00418 -1.36417  0.33
H 2.49293 3.74568 -0.33804  0.28
H 3.06987 0.56538 1.02238  0.28
H -5.00539 -2.73414 -2.04390  0.29
C -7.50804 1.24972 0.06670  -1.38
H 3.56424 0.89782 -1.38747  0.38
H 7.33936 -0.60677 -2.08707  0.33
O 2.11449 -0.96351 -0.00366  -0.39
H 5.26973 1.60140 0.27301  0.25
H -6.77565 2.01352 -0.18450  0.31
N 6.18917 -0.24684 0.40905  0.07
C 7.99312 -0.42557 -1.23712  -1.36
C -0.17313 -1.20866 -0.13646  -0.73
H -7.58647 -0.64857 1.08722  0.27
H -4.77714 -2.89198 -0.28011  0.41
H -6.93900 -1.78951 -0.74101  0.41
C -4.84721 -2.18333 -1.10913  -0.94
O -5.72716 -0.42260 0.23432  -0.17
C 0.66447 1.04601 -0.20002  1.39
C -2.58653 -1.76217 -0.27736  0.26
C 1.50578 3.28473 -0.34062  -1.05
C -6.84411 0.14591 0.89430  0.49



Ranked by calculated energy, most stable first: version two, version one.



Version one
Computed, not measured: a 2-piece molecular cluster, C5H9P overall, with ωB97M-V with the def2-TZVPD basis set.

Results
Kohn-Sham gap = 9.88 eV
SMILES = C=CCC.C#P
Molecular weight = 100.101 g mol⁻¹
Total charge = 0

Each line ends with the Mulliken charge.
CARTESIAN COORDINATES (ANGSTROEM)
C 2.81652 -2.03996 -1.57506  -0.17
H -1.80671 -0.01631 1.60161  0.33
H -1.19913 -1.14525 -0.63973  0.23
C -1.41926 1.98441 1.19925  -1.01
H 1.08094 0.41377 0.77621  0.30
H 0.61159 -1.00074 -1.21844  0.30
P 3.44569 -1.22767 -2.73867  -0.20
H -0.66701 2.73041 1.47949  0.30
H 2.03673 -2.43558 -0.94938  0.42
H -1.66935 2.25730 0.13614  0.29
C 0.07944 0.06251 0.50676  -0.12
C -0.16895 -0.80998 -0.50029  -0.76
H -0.40545 0.40183 2.52075  0.27
H -2.19363 2.16290 1.85992  0.33
C -0.91952 0.55112 1.52556  -0.51



Version two
Computed, not measured: one molecule with the formula C5H9P, with ωB97M-V with the def2-TZVPD basis set.

Results
Kohn-Sham gap (spin up / spin down) = 7.38 / 7.31 eV
SMILES = C=P#CC(C)C
Molecular weight = 100.101 g mol⁻¹
Total charge = 0

Each line ends with the Mulliken charge.
CARTESIAN COORDINATES (ANGSTROEM)
H 2.92261 0.34407 -3.20895  0.25
H -1.69909 0.92803 -0.75501  0.39
C -1.20887 0.90579 0.21694  -1.54
P 1.02261 -0.27190 -1.88556  0.23
C 0.40237 -0.88095 -0.50210  -0.45
C 0.04321 -0.59618 1.85226  -1.33
H -0.41858 1.65156 0.22761  0.37
H -1.43137 -1.21893 0.41645  0.19
H 0.95243 0.00228 1.87916  0.34
H 1.81943 -0.84157 -4.07563  0.26
C 2.23708 -0.48571 -3.14611  -0.72
H -0.62181 -0.25147 2.63990  0.37
H 0.31492 -1.63184 2.05385  0.35
C -0.61768 -0.48284 0.47002  0.87
H -1.94365 1.15593 0.97705  0.42



Ranked by calculated energy, most stable first: version one, version two.